DFT (the ωB97M-V functional and the def2-TZVPD basis) results for one molecule with the formula C18H20N2O4S in a non-equilibrium geometry.

Results
energy above the lowest of the compared OMol25 structures with the same formula, charge and spin	71.64	kcal/mol
SMILES	CS(=O)(=O)Cc1cc([C@]23CCOC[C@H]2C3)nc(-c2cccc(O)c2)n1
calculated total energy	-40994.4997	eV
LUMO level	-0.079	eV

CARTESIAN COORDINATES (ANGSTROEM)
C1 -4.83866 2.15351 -0.16291
S1 -3.79044 3.22451 -1.18275
O1 -4.57523 4.41900 -1.50185
O2 -3.42852 2.45948 -2.36425
C2 -2.37199 3.62175 -0.19671
C3 -1.55273 2.43160 0.00886
C4 -0.76425 1.94621 -1.02730
C5 -0.14846 0.73152 -0.84930
C6 0.70949 0.11416 -1.94165
C7 1.09149 -1.41033 -1.87853
C8 2.62932 -1.60323 -1.85366
O3 3.18585 -0.97316 -2.99459
C9 3.15173 0.45541 -2.93903
C10 1.80752 1.02657 -2.56294
C11 0.61787 0.61328 -3.39060
N1 -0.23763 0.09046 0.30357
C12 -0.90760 0.65779 1.30800
C13 -1.06233 -0.08259 2.58368
C14 -0.23848 -1.15391 2.96808
C15 -0.38933 -1.80600 4.18721
C16 -1.37463 -1.41144 5.07927
C17 -2.19207 -0.34144 4.74059
O4 -3.23065 0.02391 5.52414
C18 -2.03181 0.30898 3.52292
N2 -1.60081 1.83250 1.17711
H1 -4.96788 2.66565 0.78481
H2 -4.36251 1.16874 -0.03771
H3 -5.80440 1.97599 -0.62187
H4 -1.83370 4.41903 -0.73359
H5 -2.74724 4.04890 0.74599
H6 -0.77349 2.41577 -1.98846
H7 0.67784 -1.98143 -2.70548
H8 0.65987 -1.89261 -1.00333
H9 2.84841 -2.67156 -1.81789
H10 2.94986 -1.14366 -0.89803
H11 3.91957 0.77574 -2.23932
H12 3.39211 0.86038 -3.95369
H13 1.79395 2.08762 -2.25603
H14 -0.12450 1.34762 -3.66004
H15 0.73440 -0.17192 -4.16718
H16 0.50336 -1.47574 2.24709
H17 0.23015 -2.67768 4.38508
H18 -1.52081 -1.96818 6.00041
H19 -3.18555 -0.40087 6.39751
H20 -2.78168 1.04493 3.20961